# 1
Below is BrCr as an isolated structure in a non-equilibrium geometry, with properties calculated with ωB97M-V with the def2-TZVPD basis set.

ORCA input file:
```
! RIJCOSX wB97M-V def2-TZVPD def2/J DEFGRID3
* xyz 1 5
Cr 18.898 14.351 -9.483
Br 17.483 13.269 -11.153
*
```

As for the expectation value of S²: 6.114. The calculation puts the HOMO-LUMO gap (alpha / beta) at 6.6 / 8.1 eV. The relative energy (zero: lowest compared OMol25 entry of this formula, charge and spin) is 2.29 kcal per mole.



# 2
Below is BrCrH8O4 as an isolated structure in a non-equilibrium geometry, with properties calculated with ωB97M-V with the def2-TZVPD basis set.

ORCA input file:
```
! RIJCOSX wB97M-V def2-TZVPD def2/J DEFGRID3
* xyz 1 5
Cr -0.906 0.178 -1.167
Br -0.832 -1.392 -3.213
O -0.481 2.017 -1.224
H 0.010 2.396 -1.965
H -1.013 2.681 -0.649
O 1.293 -1.949 -0.398
H 1.682 -2.010 -1.231
H 0.394 -2.336 -0.697
O -1.122 -0.315 0.972
H -1.919 -0.773 1.250
H -0.867 0.163 1.832
O 0.827 0.512 2.257
H 1.514 1.113 1.830
H 1.419 -0.284 2.403
*
```

As for the expectation value of S²: 6.016. The calculation puts the HOMO-LUMO gap (alpha / beta) at 8.0 / 8.6 eV.



# 3
Below is one molecule with the formula BrFH2Si in a non-equilibrium geometry, with properties calculated with ωB97M-V with the def2-TZVPD basis set.

ORCA input file:
```
! RIJCOSX wB97M-V def2-TZVPD def2/J DEFGRID3
* xyz 0 1
F -0.440 -2.272 0.171
Si -0.649 -0.374 0.035
Br -2.691 0.242 -0.057
H -0.297 -0.312 -1.359
H -0.288 0.411 1.148
*
```

The calculation puts the HOMO-LUMO gap at 11.5 eV. The relative energy (zero: lowest compared OMol25 entry of this formula, charge and spin) is 32.75 kcal per mole. The structure (SMILES) is F[SiH2]Br.



# 4
Below is a 2-piece molecular cluster, BrFH2Si overall in a non-equilibrium geometry, with properties calculated with ωB97M-V with the def2-TZVPD basis set.

ORCA input file:
```
! RIJCOSX wB97M-V def2-TZVPD def2/J DEFGRID3
* xyz 0 1
F 1.387 2.391 -0.037
Si -0.105 -0.372 -0.069
Br -2.315 -0.238 -0.054
H 0.360 -0.910 1.338
H 0.673 -0.870 -1.178
*
```

The calculation puts the HOMO-LUMO gap at 6.9 eV. The relative energy (zero: lowest compared OMol25 entry of this formula, charge and spin) is 133.65 kcal per mole.



# 5
Below is a 2-piece molecular cluster, BrFH2Si overall in a non-equilibrium geometry, with properties calculated with ωB97M-V with the def2-TZVPD basis set.

ORCA input file:
```
! RIJCOSX wB97M-V def2-TZVPD def2/J DEFGRID3
* xyz 0 1
F 0.020 1.841 0.175
Si 0.023 0.255 0.197
Br -1.904 -0.524 -0.306
H 0.818 -0.331 1.354
H 1.044 -1.241 -1.420
*
```

The calculation puts the HOMO-LUMO gap at 8.5 eV. The relative energy (zero: lowest compared OMol25 entry of this formula, charge and spin) is 73.93 kcal per mole.



# 6
Below is BrFIN as an isolated structure in a non-equilibrium geometry, with properties calculated with ωB97M-V with the def2-TZVPD basis set.

ORCA input file:
```
! RIJCOSX wB97M-V def2-TZVPD def2/J DEFGRID3
* xyz 0 1
N 0.071 0.309 0.400
F 0.236 1.472 -0.466
Br 1.504 -1.359 0.038
I -1.811 -0.421 0.028
*
```

The calculation puts the HOMO-LUMO gap (alpha / beta) at 7.5 / 7.6 eV. The relative energy (zero: lowest compared OMol25 entry of this formula, charge and spin) is 16.81 kcal per mole.



# 7
Below is BrH10LiO5 as an isolated structure in a non-equilibrium geometry, with properties calculated with ωB97M-V with the def2-TZVPD basis set.

ORCA input file:
```
! RIJCOSX wB97M-V def2-TZVPD def2/J DEFGRID3
* xyz 0 1
Li -0.620 3.559 -1.010
Br 0.058 1.164 -0.354
O 1.373 -1.758 0.509
H 1.787 -1.900 -0.385
H 1.037 -0.859 0.452
O -0.965 -2.027 -2.078
H -0.139 -2.564 -2.101
H -0.739 -1.233 -1.627
O -3.422 1.055 0.072
H -3.772 1.010 1.007
H -2.601 0.560 0.362
O -0.881 0.448 2.731
H -0.725 0.651 1.746
H -0.020 0.885 3.204
O 3.170 0.050 -1.215
H 3.894 0.402 -0.662
H 2.564 0.553 -0.654
*
```

The calculation puts the HOMO-LUMO gap at 8.4 eV. The relative energy (zero: lowest compared OMol25 entry of this formula, charge and spin) is 30.05 kcal per mole.



# 8
Below is BrH10O5 as an isolated structure in a non-equilibrium geometry, with properties calculated with ωB97M-V with the def2-TZVPD basis set.

ORCA input file:
```
! RIJCOSX wB97M-V def2-TZVPD def2/J DEFGRID3
* xyz -1 1
Br -0.180 0.495 -0.472
O 1.834 -0.840 0.739
H 2.272 -0.612 1.559
H 1.209 -0.130 0.595
O -1.694 0.462 1.847
H -1.188 0.801 2.585
H -1.223 0.769 1.072
O -0.988 -2.039 1.096
H -1.765 -1.639 1.485
H -0.720 -1.427 0.410
O 1.905 -0.869 -1.415
H 2.649 -0.333 -1.689
H 1.184 -0.247 -1.317
O -1.436 1.970 -2.334
H -1.307 1.388 -1.586
H -0.554 2.252 -2.575
*
```

The calculation puts the HOMO-LUMO gap at 8.8 eV. The relative energy (zero: lowest compared OMol25 entry of this formula, charge and spin) is 85.86 kcal per mole.